Entry 1:
Below is an isolated molecule of C4H9N, with properties calculated with ωB97M-V/def2-TZVPD.

CARTESIAN COORDINATES (ANGSTROEM)
C: 0.41 -2.00 1.51
C: 0.29 -0.54 1.15
C: 0.10 -0.13 -0.11
N: -0.40 1.10 -0.44
C: -0.36 1.61 -1.81
H: -0.54 -2.32 1.96
H: 0.52 -2.63 0.62
H: 1.11 -2.15 2.33
H: 0.45 0.12 1.99
H: 0.31 -0.82 -0.92
H: -1.18 1.46 0.08
H: -1.35 1.89 -2.18
H: 0.34 2.44 -1.88
H: 0.03 0.82 -2.46

Values from the calculation:
relative energy (zero: lowest compared OMol25 entry of this formula, charge and spin): 22.0 kcal/mol
total charge: 0
highest occupied orbital energy: -7.528 eV
SMILES: C/C=C/NC

Entry 2:
Below is an isolated molecule of C21H20N4O5S, with properties calculated with ωB97M-V/def2-TZVPD.

CARTESIAN COORDINATES (ANGSTROEM)
O: -0.29 1.75 1.80
C: -1.45 1.43 1.65
N: -2.16 0.84 2.64
H: -3.09 0.49 2.44
C: -1.55 0.48 3.90
H: -2.30 0.51 4.69
H: -0.77 1.23 4.10
C: -0.89 -0.91 3.84
N: 0.07 -0.94 2.76
C: -0.30 -1.40 1.53
O: -1.34 -1.95 1.27
S: 0.99 -1.07 0.35
C: 1.94 -0.22 1.55
C: 3.11 0.43 1.37
C: 3.85 0.62 0.15
C: 3.27 0.62 -1.12
C: 4.08 0.81 -2.23
C: 5.44 1.00 -2.03
N: 6.00 1.02 -0.83
C: 5.23 0.85 0.22
H: 5.73 0.86 1.18
H: 6.12 1.17 -2.86
H: 3.66 0.82 -3.22
H: 2.21 0.52 -1.26
H: 3.55 0.84 2.28
C: 1.29 -0.28 2.86
O: 1.72 0.15 3.90
H: -0.36 -1.09 4.78
H: -1.63 -1.69 3.66
C: -2.24 1.72 0.37
H: -3.07 2.37 0.63
C: -2.73 0.43 -0.32
N: -1.68 0.13 -1.26
C: -0.84 1.16 -1.51
O: 0.11 1.12 -2.26
C: -1.31 2.34 -0.67
H: -1.82 3.04 -1.32
H: -0.45 2.84 -0.21
C: -1.61 -1.15 -1.93
C: -2.75 -1.31 -2.89
C: -2.99 -0.73 -4.10
C: -4.25 -1.23 -4.53
C: -4.67 -2.07 -3.55
O: -3.77 -2.12 -2.55
H: -5.55 -2.67 -3.45
H: -4.76 -0.99 -5.44
H: -2.35 -0.04 -4.62
H: -0.66 -1.17 -2.46
H: -1.65 -1.95 -1.19
H: -3.68 0.61 -0.84
H: -2.86 -0.42 0.36

Values from the calculation:
relative energy (zero: lowest compared OMol25 entry of this formula, charge and spin): 0.0 kcal/mol
total charge: 0
highest occupied orbital energy: -8.543 eV
SMILES: O=C(NCCN1C(=O)S/C(=C\c2cccnc2)C1=O)[C@H]1CC(=O)N(Cc2ccco2)C1

Entry 3:
Below is an isolated molecule of C8H8N4O3, with properties calculated with ωB97M-V/def2-TZVPD.

CARTESIAN COORDINATES (ANGSTROEM)
C: -1.47 -1.93 0.28
C: -0.10 -0.31 1.14
C: 1.88 -0.64 -0.72
C: 1.15 0.11 1.33
C: 1.58 1.13 2.45
C: -1.20 0.17 -1.25
C: 0.78 -1.68 -0.71
C: -0.42 -0.99 -0.08
N: -2.26 -2.72 0.54
N: 2.13 0.07 0.34
N: -1.91 1.13 -0.61
N: -1.16 -0.22 -2.42
O: 2.64 1.84 1.98
O: 0.95 1.40 3.41
O: -2.33 2.25 -1.32
H: -0.82 -0.14 1.89
H: 2.43 -0.60 -1.58
H: 0.54 -1.87 -1.80
H: 0.86 -2.59 -0.08
H: -1.63 1.35 0.37
H: 2.82 1.28 1.07
H: -1.24 0.28 -3.28
H: -3.21 2.67 -0.96

Values from the calculation:
relative energy (zero: lowest compared OMol25 entry of this formula, charge and spin): 54.3 kcal/mol
spin multiplicity: 3
total charge: 0
highest occupied orbital energy (alpha / beta): -7.057 / -10.133 eV

Entry 4:
Below is the ion C5H13N2 with charge +1, with properties calculated with ωB97M-V/def2-TZVPD.

CARTESIAN COORDINATES (ANGSTROEM)
C: -0.09 0.97 -1.51
C: -1.62 0.78 2.10
C: -0.04 -1.63 -1.31
C: 1.72 -0.40 -0.43
C: -0.35 0.90 1.18
N: -0.68 0.17 -0.01
N: 0.34 -0.34 -0.83
H: -0.87 0.94 -2.22
H: 0.58 1.79 -1.23
H: -1.46 -0.30 2.50
H: -1.49 1.28 2.99
H: -2.51 0.93 1.57
H: -1.07 -1.69 -1.30
H: 0.39 -1.81 -2.34
H: 0.33 -2.44 -0.63
H: 2.29 0.48 0.08
H: 1.88 -1.33 0.18
H: 2.30 -0.62 -1.35
H: -0.12 1.92 0.83
H: 0.46 0.38 1.73

Values from the calculation:
relative energy (zero: lowest compared OMol25 entry of this formula, charge and spin): 133.3 kcal/mol
total charge: +1
highest occupied orbital energy: -14.713 eV
SMILES: CCN1C[N+]1(C)C

Entry 5:
Below is a cluster of 4 separate species, C3H13NO3 in total, with properties calculated with ωB97M-V/def2-TZVPD.

CARTESIAN COORDINATES (ANGSTROEM)
C: 0.56 -2.00 1.36
C: 0.01 -2.27 -0.05
C: -1.00 -0.55 -1.23
N: 0.08 -1.13 -0.92
H: 1.01 -2.90 1.81
H: 1.39 -1.30 1.47
H: -0.25 -1.74 2.04
H: -1.03 -2.59 0.15
H: 0.49 -3.13 -0.50
H: -1.92 -0.90 -0.76
H: -1.07 0.29 -1.90
H: -1.62 2.19 0.84
H: -2.33 0.90 1.08
O: -2.46 1.74 0.64
H: 2.07 1.10 -1.98
H: 1.37 0.11 -1.04
O: 2.03 0.84 -1.05
H: 1.12 2.12 1.59
H: 1.14 2.02 0.11
O: 0.61 2.40 0.84

Values from the calculation:
relative energy (zero: lowest compared OMol25 entry of this formula, charge and spin): 19.0 kcal/mol
total charge: 0
highest occupied orbital energy: -10.491 eV
SMILES: C=NCC.O.O.O

Entry 6:
Below is a structure of composition C18H35F3N3O3PPdSeSi, with properties calculated with ωB97M-V/def2-TZVPD.

CARTESIAN COORDINATES (ANGSTROEM)
Pd: -1.23 0.04 -0.73
C: -4.01 -4.88 -1.59
O: -4.14 -3.48 -1.80
P: -2.95 -2.43 -1.30
O: -1.75 -3.21 -2.12
C: -0.63 -2.55 -2.71
O: -2.68 -3.03 0.21
C: -1.54 -3.78 0.60
H: -4.88 -5.36 -2.05
H: -4.00 -5.11 -0.52
H: -3.10 -5.26 -2.05
H: -0.87 -2.24 -3.72
H: 0.20 -3.26 -2.70
H: -0.33 -1.66 -2.16
H: -1.45 -3.69 1.68
H: -0.62 -3.38 0.16
H: -1.64 -4.83 0.32
C: -1.88 2.29 1.79
Si: -2.68 1.40 0.30
C: -3.66 2.82 -0.50
C: -4.05 0.28 1.00
H: -2.65 2.50 2.54
H: -1.46 3.25 1.48
H: -1.09 1.70 2.27
H: -4.46 3.16 0.18
H: -4.10 2.49 -1.44
H: -3.01 3.66 -0.73
H: -4.64 0.81 1.76
H: -3.65 -0.63 1.44
H: -4.72 -0.01 0.18
F: 3.78 -1.86 4.05
C: 3.50 -1.91 2.74
F: 4.47 0.75 2.30
F: 4.60 -2.28 2.06
C: 2.30 -1.79 2.21
C: 1.07 -1.41 2.91
C: 0.03 -0.88 2.22
N: 0.05 -0.59 0.89
C: 1.08 -1.19 0.22
C: 2.15 -1.80 0.76
H: 1.02 -1.47 3.99
H: -0.84 -0.52 2.77
H: 1.06 -1.07 -0.86
H: 2.95 -2.16 0.12
Se: -1.65 1.15 -2.82
C: 3.39 2.50 0.66
C: 2.26 1.46 0.66
N: 1.50 1.56 -0.59
C: 0.89 2.87 -0.72
C: 2.02 3.93 -0.84
N: 3.33 3.21 -0.69
C: 3.50 2.23 -1.82
C: 2.31 1.25 -1.74
H: 4.38 2.05 0.76
H: 3.28 3.27 1.42
H: 1.59 1.61 1.49
H: 2.68 0.46 0.77
H: 0.28 3.05 0.16
H: 0.23 2.85 -1.60
H: 1.99 4.69 -0.06
H: 2.04 4.42 -1.82
H: 4.09 3.88 -0.72
H: 4.47 1.76 -1.68
H: 3.51 2.82 -2.74
H: 2.68 0.23 -1.65
H: 1.66 1.31 -2.62

Values from the calculation:
total charge: -2
highest occupied orbital energy: -0.067 eV

Entry 7:
Below is an isolated molecule of C4H5NO, with properties calculated with ωB97M-V/def2-TZVPD.

CARTESIAN COORDINATES (ANGSTROEM)
O: -0.95 0.67 -1.81
C: -0.26 0.33 -0.71
C: -0.35 0.81 0.55
C: 0.31 -0.10 1.43
C: 0.97 -1.01 0.61
N: 0.61 -0.72 -0.70
H: -1.56 1.36 -1.50
H: -0.77 1.73 0.92
H: -0.67 -0.13 1.97
H: 1.75 -1.75 0.76
H: 0.90 -1.19 -1.54

Values from the calculation:
relative energy (zero: lowest compared OMol25 entry of this formula, charge and spin): 61.0 kcal/mol
total charge: 0
highest occupied orbital energy: -7.758 eV
SMILES: Oc1ccc[nH]1

Entry 8:
Below is an isolated molecule of C2H4N2OS, with properties calculated with ωB97M-V/def2-TZVPD.

CARTESIAN COORDINATES (ANGSTROEM)
C: 1.10 -1.11 -1.03
C: -0.33 0.72 -0.16
H: -0.03 -0.39 1.75
H: 1.67 -1.80 -0.49
H: 0.62 -0.20 -2.69
H: -0.35 1.20 -1.11
N: 0.37 -0.41 -0.06
N: 1.16 -0.94 -2.29
O: 0.26 -1.09 1.12
S: -1.20 1.36 1.07

Values from the calculation:
relative energy (zero: lowest compared OMol25 entry of this formula, charge and spin): 74.9 kcal/mol
total charge: 0
highest occupied orbital energy: -9.312 eV
SMILES: [H]/N=C\N(O)C=S

Entry 9:
Below is an isolated molecule of C4H5NOS2, with properties calculated with ωB97M-V/def2-TZVPD.

CARTESIAN COORDINATES (ANGSTROEM)
C: 0.00 0.05 -2.20
C: 0.62 -1.01 1.51
C: -0.23 0.21 1.77
C: -0.48 0.79 0.28
H: 0.91 -0.26 -2.68
H: -0.15 1.07 -2.46
H: -0.78 -0.76 -2.78
H: 0.19 1.01 2.26
H: -1.27 -0.32 2.09
N: -0.07 -0.07 -0.67
O: 1.12 -1.77 2.42
S: 0.88 -1.40 0.04
S: -0.74 2.45 0.41

Values from the calculation:
relative energy (zero: lowest compared OMol25 entry of this formula, charge and spin): 72.2 kcal/mol
total charge: 0
highest occupied orbital energy: -8.617 eV
SMILES: CN1SC(=O)CC1=S

Entry 10:
Below is an isolated molecule of C2H8N2S, with properties calculated with ωB97M-V/def2-TZVPD.

CARTESIAN COORDINATES (ANGSTROEM)
C: 1.98 0.79 0.19
C: -1.31 -0.63 0.12
N: 1.01 -0.28 0.02
N: -0.26 0.24 -0.31
S: -2.89 0.31 0.02
H: 1.61 1.46 0.95
H: 2.92 0.35 0.52
H: 2.16 1.36 -0.73
H: -1.13 -0.90 1.16
H: -1.44 -1.55 -0.49
H: 1.35 -0.96 -0.66
H: -0.36 0.49 -1.30
H: -3.64 -0.67 0.52

Values from the calculation:
relative energy (zero: lowest compared OMol25 entry of this formula, charge and spin): 24.1 kcal/mol
total charge: 0
highest occupied orbital energy: -8.970 eV
SMILES: CNNCS

Entry 11:
Below is an isolated molecule of C3H5FO3, with properties calculated with ωB97M-V/def2-TZVPD.

CARTESIAN COORDINATES (ANGSTROEM)
C: 0.35 0.59 -0.22
C: -0.41 1.49 0.62
C: 0.02 -0.95 -0.12
O: 0.24 0.93 -1.62
O: -0.88 2.68 -0.93
O: 0.18 2.32 -1.66
F: -1.56 1.10 1.08
H: 1.35 0.53 0.18
H: 0.13 2.15 1.30
H: -0.99 -1.29 -0.37
H: 0.23 -1.32 0.87
H: 0.89 -1.40 -0.74

Values from the calculation:
relative energy (zero: lowest compared OMol25 entry of this formula, charge and spin): 172.6 kcal/mol
total charge: 0
highest occupied orbital energy (alpha / beta): -9.279 / -9.280 eV

Entry 12:
Below is a cluster of 2 separate species, C2HBrF2O in total, with properties calculated with ωB97M-V/def2-TZVPD.

CARTESIAN COORDINATES (ANGSTROEM)
C: 0.07 -0.36 -0.64
C: 3.15 0.89 -0.26
O: -0.14 -0.56 -1.74
F: 3.18 1.71 0.86
F: 3.64 1.64 -1.22
Br: 4.17 -0.74 0.09
H: -0.45 0.41 0.12

Values from the calculation:
relative energy (zero: lowest compared OMol25 entry of this formula, charge and spin): 93.3 kcal/mol
total charge: 0
highest occupied orbital energy (alpha / beta): -10.018 / -8.249 eV

Q: The lowest total charge belongs to which entry?
A: C18H35F3N3O3PPdSeSi

Q: What is the formula in the eleventh record?
A: C3H5FO3

Q: Which of these has the highest total charge?
A: C5H13N2